# C23H32N3O6PS3V

A molecular structure, C23H32N3O6PS3V in a non-equilibrium geometry (ωB97M-V/def2-TZVPD, OMol25).

## Properties
lowest unoccupied orbital energy (alpha / beta) = -0.2715 / -0.2795 Ha
frontier orbital gap (alpha / beta) = 5.6 / 5.4 eV
net charge = +2
energy relative to the best compared isomer or geometry (same formula, charge and spin) = 0.00 kcal/mol
multiplicity = 2

Positions of all 69 atoms, in Å:
V  0.8194  -0.1599  -0.7875
O  1.3135  -3.2068  2.1795
C  1.3147  -2.3346  1.2085
O  0.3271  -1.7379  0.8085
C  2.6214  -2.0523  0.5789
C  3.7982  -2.7451  0.8013
C  4.9423  -2.3456  0.1217
C  4.8779  -1.2352  -0.7068
C  3.6572  -0.5986  -0.8676
N  2.5327  -1.0181  -0.2662
C  3.3432  0.5825  -1.6873
O  4.2266  1.3093  -2.2905
O  2.1471  0.8744  -1.7756
H  0.4295  -3.3314  2.5587
H  3.8099  -3.5843  1.4830
H  5.8691  -2.8890  0.2414
H  5.7609  -0.8976  -1.2340
H  5.1451  1.0423  -2.1457
C  -4.2375  -2.9040  -1.8481
N  -3.3500  -1.7669  -1.5087
C  -3.1085  -0.9014  -2.6941
C  -2.0918  -2.1747  -0.7819
C  -0.9506  -2.6489  -1.6388
C  -1.0451  -3.9068  -2.2355
C  -0.0287  -4.4039  -3.0351
C  1.1026  -3.6414  -3.2504
C  1.2312  -2.4111  -2.6139
C  0.2302  -1.8998  -1.7902
H  -5.1769  -2.5255  -2.2445
H  -4.4570  -3.4886  -0.9572
H  -3.7643  -3.5286  -2.6008
H  -3.8266  -1.1714  -0.8193
H  -2.2580  -1.2694  -3.2614
H  -2.9127  0.1076  -2.3491
H  -3.9905  -0.8994  -3.3288
H  -2.3833  -2.9496  -0.0729
H  -1.7822  -1.3046  -0.2167
H  -1.9159  -4.5233  -2.0470
H  -0.1203  -5.3852  -3.4807
H  1.8998  -4.0103  -3.8824
H  2.1520  -1.8587  -2.7818
C  -1.6067  0.9840  4.2662
C  -0.9800  2.3516  4.0700
C  0.4776  2.3869  4.4891
O  -1.0958  2.8532  2.6906
P  -1.1541  2.1080  1.3094
S  -2.8538  1.1565  1.0065
S  0.6327  1.0101  1.2313
O  -1.0904  3.2566  0.2483
C  -0.4657  4.5849  0.2918
C  -1.3138  5.5141  1.1378
C  0.9811  4.5022  0.7321
H  -1.4772  0.6830  5.3054
H  -1.1265  0.2436  3.6243
H  -2.6709  1.0066  4.0447
H  -1.5411  3.0952  4.6352
H  1.0625  1.6522  3.9364
H  0.5451  2.1599  5.5526
H  0.9030  3.3767  4.3252
H  -0.5174  4.8949  -0.7519
H  -1.1908  5.3004  2.1980
H  -2.3642  5.3946  0.8738
H  -1.0280  6.5480  0.9473
H  1.0551  4.1590  1.7648
H  1.4306  5.4926  0.6660
H  1.5449  3.8256  0.0887
S  -1.2269  2.8015  -3.3577
C  -0.7264  1.6686  -2.4225
N  -0.3544  0.7833  -1.6844

Forces on atoms 1 to 3 (eV/Å):
V -2.612 -0.559 1.210
O 0.374 -0.207 0.023
C -0.704 0.063 0.021

---

# C23H32N4O3PRuS5

A molecular structure, C23H32N4O3PRuS5 in a non-equilibrium geometry (ωB97M-V/def2-TZVPD, OMol25).

## Properties
lowest unoccupied orbital energy (alpha / beta) = -0.0650 / -0.0355 Ha
frontier orbital gap (alpha / beta) = 5.5 / 6.2 eV
energy relative to the best compared isomer or geometry (same formula, charge and spin) = 109.58 kcal/mol
multiplicity = 2

Positions of all 69 atoms, in Å:
Ru  1.3007  -0.3940  -0.7403
C  -2.3183  -1.3930  -2.2549
C  -1.7860  -1.0281  -0.9068
N  -0.7203  -1.6619  -0.4964
N  -0.4623  -1.6718  0.8356
C  0.6950  -2.1089  1.2141
S  1.9699  -2.6288  0.1390
S  1.0169  -2.2394  2.9213
C  -0.0544  -0.9054  3.6093
C  -1.2952  -1.4110  4.2627
C  -1.2206  -1.8923  5.5650
C  -2.3571  -2.3105  6.2282
C  -3.5872  -2.2475  5.5942
C  -3.6643  -1.8039  4.2847
C  -2.5248  -1.3866  3.6185
C  -2.3806  0.0303  -0.1182
C  -3.7554  0.2118  0.0135
C  -4.2754  1.2382  0.7721
C  -3.4146  2.1074  1.4436
C  -2.0586  1.9776  1.3175
C  -1.4825  0.9729  0.4974
O  -0.2229  0.9958  0.2907
H  -1.6496  -2.1133  -2.7231
H  -2.3930  -0.5131  -2.8906
H  -3.3123  -1.8288  -2.1578
H  -0.2558  -0.2397  2.7725
H  0.5849  -0.4192  4.3469
H  -0.2572  -1.9344  6.0511
H  -2.2792  -2.6689  7.2435
H  -4.4795  -2.5478  6.1248
H  -4.6212  -1.7715  3.7856
H  -2.5844  -1.0336  2.6001
H  -4.4189  -0.5094  -0.4447
H  -5.3440  1.3643  0.8562
H  -3.8212  2.8962  2.0606
H  -1.3790  2.6486  1.8258
C  3.7084  -2.9727  -4.6992
C  3.2948  -2.5877  -3.2907
O  2.1293  -1.7485  -3.3015
P  2.2206  -0.1308  -3.2850
S  0.3276  0.4924  -3.0614
S  3.5867  0.5095  -1.9728
O  2.8055  0.3039  -4.7124
C  2.0470  0.1856  -5.9220
C  1.3207  1.4797  -6.2463
H  4.5757  -3.6268  -4.6654
H  3.9670  -2.0863  -5.2739
H  2.8992  -3.5049  -5.1934
H  4.1117  -2.0733  -2.7663
H  2.9992  -3.4694  -2.7146
H  1.3350  -0.6414  -5.8405
H  2.7840  -0.0453  -6.6961
H  0.6253  1.7327  -5.4502
H  0.7707  1.3640  -7.1766
H  2.0403  2.2870  -6.3509
C  1.2286  3.9285  -0.2925
N  1.9628  2.7472  0.0888
C  1.9426  2.2084  1.3096
S  2.5572  0.6451  1.5147
N  1.5158  2.9445  2.3408
C  1.3767  2.4845  3.6971
H  1.3260  4.0522  -1.3666
H  1.6357  4.8170  0.2026
H  0.1664  3.8185  -0.0486
H  2.2966  2.1291  -0.6533
H  1.2184  3.8913  2.1596
H  1.8427  1.5053  3.7753
H  0.3192  2.4060  3.9672
H  1.8709  3.1744  4.3828

Forces on atoms 1 to 3 (eV/Å):
Ru 0.245 0.882 0.499
C 0.415 0.136 -0.055
C 0.488 -0.266 0.418

---

# C23H32N5O5PS

2 unconnected molecules or ions with the total composition C23H32N5O5PS in a non-equilibrium geometry (ωB97M-V/def2-TZVPD, OMol25).

## Properties
lowest unoccupied orbital energy = -0.2805 Ha
frontier orbital gap = 4.4 eV
net charge = +2

Positions of all 67 atoms, in Å:
O  0.2026  -2.1389  -1.4707
C  -0.6178  -1.3143  -1.1219
N  -1.5952  -1.4752  -0.1354
C  -2.6550  -0.4945  -0.3244
C  -2.1147  0.6901  -1.1733
C  -3.2127  0.9841  -2.2073
C  -3.4756  2.4843  -2.4359
C  -4.9474  2.7229  -2.7475
C  -5.3666  2.2056  -4.1428
S  -7.1036  1.6893  -4.2121
C  -6.9660  -0.0172  -3.9232
N  -7.5576  -0.9624  -4.4939
N  -7.1130  -2.1418  -3.8946
C  -6.2866  -1.7969  -3.0196
O  -6.1191  -0.4606  -2.9343
C  -0.7427  0.1273  -1.6202
C  -0.2668  0.2833  -3.0506
P  1.4750  0.7441  -3.0354
O  1.8449  1.4431  -1.7851
O  2.3373  -0.5488  -3.2560
O  1.7980  1.6789  -4.2830
H  -1.2839  -1.6792  0.8000
H  -3.1366  -0.1760  0.5972
H  -3.4327  -1.0485  -0.8372
H  -1.8353  1.5848  -0.6328
H  -4.1339  0.5950  -1.8024
H  -3.0547  0.4681  -3.1488
H  -2.8505  2.8579  -3.2412
H  -3.2637  3.0095  -1.5123
H  -5.1928  3.7772  -2.7069
H  -5.5845  2.2318  -2.0201
H  -5.2551  3.0248  -4.8411
H  -4.7184  1.4087  -4.4801
H  -5.6999  -2.3891  -2.3496
H  -0.0280  0.6414  -0.9762
H  -0.3374  -0.6646  -3.5765
H  -0.8051  1.0186  -3.6365
H  3.2642  -0.3332  -3.1028
H  1.5606  2.5682  -3.9914
C  -0.3888  1.6485  1.9665
N  0.8080  0.9072  2.4380
C  1.4154  0.0664  1.5832
C  2.5502  -0.6147  1.9526
C  3.0847  -0.4294  3.2241
C  2.4235  0.4346  4.0935
C  1.2869  1.0906  3.6774
C  4.3368  -1.1109  3.6409
C  5.4379  -0.3735  4.0641
C  6.5785  -1.0212  4.4834
N  6.6414  -2.3607  4.4932
C  5.6014  -3.0983  4.0714
C  4.4424  -2.4999  3.6387
C  7.8596  -3.0517  4.9871
H  -1.1297  0.9226  1.6391
H  -0.0714  2.2773  1.1371
H  -0.7892  2.2615  2.7665
H  0.9824  -0.0334  0.5964
H  3.0206  -1.2690  1.2311
H  2.7825  0.6019  5.0996
H  0.7507  1.7710  4.3223
H  5.4222  0.7077  4.0664
H  7.4509  -0.4810  4.8204
H  5.7198  -4.1724  4.0998
H  3.6201  -3.1261  3.3208
H  8.2312  -3.7024  4.2002
H  7.5902  -3.6279  5.8685
H  8.6120  -2.3145  5.2437

Forces on atoms 1 to 3 (eV/Å):
O -0.416 0.836 0.583
C -0.057 -0.190 0.067
N 0.603 0.380 0.243

---

# C23H33AsCl4FeN6O3

A molecular structure, C23H33AsCl4FeN6O3 (ωB97M-V/def2-TZVPD, OMol25).

## Properties
lowest unoccupied orbital energy (alpha / beta) = -0.0750 / -0.1619 Ha
frontier orbital gap (alpha / beta) = 8.3 / 6.1 eV
net charge = +1
energy relative to the best compared isomer or geometry (same formula, charge and spin) = 15.96 kcal/mol
multiplicity = 6

Positions of all 71 atoms, in Å:
Fe  -0.7272  0.3583  0.8597
Cl  2.7025  6.2340  0.1474
C  2.2753  4.5814  0.2243
C  3.2858  3.5854  -0.0007
Cl  4.8863  4.0835  -0.3155
C  2.9711  2.2486  0.0316
Cl  4.1490  1.0284  -0.2493
C  1.6451  1.8280  0.2854
O  1.2926  0.6010  0.2811
C  0.6163  2.8352  0.5348
O  -0.5627  2.4513  0.7579
C  0.9844  4.2136  0.4866
Cl  -0.2591  5.3651  0.7474
C  0.2576  0.7768  5.7316
C  0.0463  -0.4664  5.1581
C  -0.3255  -0.5328  3.8287
N  -0.4968  0.5532  3.0636
C  -0.3118  1.7541  3.6334
C  0.0687  1.9059  4.9539
H  0.5584  0.8633  6.7673
H  0.1662  -1.3775  5.7270
H  -0.4911  -1.4810  3.3381
H  -0.4963  2.6142  3.0057
H  0.2064  2.8991  5.3573
C  -0.7259  2.3367  -4.5861
As  -0.5710  2.9540  -2.7292
C  0.4394  4.5929  -3.1072
C  -2.3404  3.7707  -2.5686
H  -0.9404  3.1633  -5.2636
H  -1.5341  1.6065  -4.6565
H  0.2041  1.8568  -4.8914
H  -0.1275  5.2593  -3.7576
H  1.3799  4.3339  -3.5940
H  0.6660  5.1119  -2.1760
H  -2.5629  4.3903  -3.4372
H  -2.3641  4.3848  -1.6686
H  -3.0986  2.9942  -2.4703
C  2.2804  -4.4507  0.5824
C  2.5692  -3.0566  1.0950
N  1.3981  -2.2258  0.8753
C  0.1185  -2.6610  1.0117
N  -0.8423  -1.7656  1.0516
C  -2.2301  -2.2136  1.1751
C  -2.4425  -3.6118  0.6314
C  -1.4284  -4.5291  1.2767
N  -0.0860  -4.0062  1.0586
C  1.0102  -4.9540  1.2355
H  3.1055  -5.1243  0.8108
H  2.1514  -4.4245  -0.5016
H  3.4063  -2.6059  0.5636
H  2.8349  -3.0943  2.1576
H  1.5193  -1.2229  0.8790
H  -2.8658  -1.5049  0.6402
H  -2.5411  -2.1792  2.2278
H  -2.2979  -3.6143  -0.4521
H  -3.4544  -3.9596  0.8384
H  -1.4673  -5.5272  0.8392
H  -1.6322  -4.6342  2.3493
H  0.6997  -5.8978  0.7861
H  1.1783  -5.1430  2.3027
C  -1.5398  -1.5746  -4.1806
N  -1.9562  -1.0167  -2.9076
C  -1.1156  -0.5353  -1.9723
N  0.2019  -0.7057  -2.1501
O  -1.5848  0.0631  -0.9752
H  -2.4253  -1.8757  -4.7323
H  -0.9255  -2.4653  -4.0359
H  -0.9899  -0.8462  -4.7811
H  -2.9212  -0.7739  -2.7626
H  0.5746  -1.2129  -2.9310
H  0.8317  -0.3280  -1.4547

Forces on atoms 1 to 3 (eV/Å):
Fe 0.181 -0.465 0.032
Cl 0.008 0.007 -0.003
C -0.028 -0.020 0.011